Entry 1:
Molecular formula: C42H80Cl8N8
Method: DFT, ωB97M-V/def2-TZVPD

Cartesian coordinates (Å):
C 1.9355 -7.9341 2.7595
C 2.5716 -8.2301 1.3293
N 1.6852 -7.9652 0.2085
C 0.4115 -8.7058 0.1961
C 0.5543 -10.2300 0.3449
C 2.3870 -8.2119 -1.0332
C 1.7087 -7.6634 -2.3031
H 2.7173 -8.0993 3.5010
H 1.0503 -8.5454 2.9354
H 1.5297 -6.9245 2.8235
H 3.4077 -7.5378 1.2309
H 2.9531 -9.2482 1.4068
H -0.2294 -8.3230 0.9903
H -0.1815 -8.4377 -0.6783
H 1.0420 -10.4129 1.3024
H -0.4420 -10.6719 0.3293
H 1.0733 -10.6733 -0.5049
H 2.5987 -9.2781 -1.1131
H 3.3776 -7.7698 -0.9271
H 0.6758 -7.9800 -2.4479
H 2.2744 -8.0217 -3.1631
H 1.7733 -6.5808 -2.4127
C 5.9422 0.5638 -4.8163
C 5.9013 2.0458 -5.0122
N 6.9084 2.6455 -4.1670
C 6.3272 2.7661 -2.8124
C 7.3424 3.3136 -1.7876
C 7.4185 3.8975 -4.7460
C 6.2876 4.9927 -5.0263
H 6.8748 0.1130 -5.1555
H 5.2714 0.0915 -5.5341
H 5.6460 0.1686 -3.8446
H 6.0545 2.1620 -6.0851
H 4.9081 2.4942 -5.0370
H 5.3529 3.2454 -2.9078
H 6.0737 1.7990 -2.3782
H 7.0076 3.0411 -0.7867
H 8.3381 2.8833 -1.8955
H 7.3561 4.3918 -1.9467
H 8.0170 3.7726 -5.6483
H 8.1436 4.3950 -4.1019
H 5.7950 4.8647 -5.9902
H 6.7650 5.9711 -5.0800
H 5.4832 5.0762 -4.2956
C 1.1804 -3.6449 10.6770
C 1.5301 -2.7941 11.9043
N 1.7038 -1.4277 11.5513
C 1.3117 -0.5709 12.6971
C 2.2910 -0.6935 13.9432
C 3.0168 -1.1930 10.9341
C 3.0647 0.2073 10.3019
H 1.1852 -4.7077 10.9190
H 1.9320 -3.5349 9.8952
H 0.2356 -3.2926 10.2632
H 0.6530 -2.9611 12.5295
H 2.4025 -3.2962 12.3227
H 1.2903 0.4735 12.3860
H 0.3112 -0.8704 13.0093
H 3.2518 -0.3051 13.6054
H 1.9210 -0.2404 14.8629
H 2.4089 -1.7530 14.1708
H 3.2926 -1.9099 10.1607
H 3.8677 -1.2158 11.6149
H 4.0742 0.3478 9.9155
H 2.8653 1.0109 11.0108
H 2.3915 0.3376 9.4546
C -4.6700 1.9888 -10.2750
C -4.8342 2.6640 -8.9231
N -4.7435 4.1123 -8.9631
C -5.6735 4.7416 -9.9520
C -7.1090 4.3996 -9.7099
C -4.9099 4.6859 -7.6152
C -3.7900 4.1804 -6.6529
H -5.3756 2.3083 -11.0420
H -4.7054 0.9048 -10.1659
H -3.6604 2.1822 -10.6377
H -5.7624 2.3692 -8.4335
H -4.0269 2.3819 -8.2472
H -5.3383 4.4642 -10.9514
H -5.4959 5.8116 -9.8436
H -7.7082 4.8201 -10.5175
H -7.4486 4.9588 -8.8381
H -7.2450 3.3181 -9.7163
H -4.8753 5.7752 -7.6281
H -5.8498 4.4445 -7.1189
H -2.7646 4.4017 -6.9493
H -4.0063 4.7683 -5.7609
H -3.7159 3.1603 -6.2760
C -9.2172 -2.0505 -1.4362
Cl -9.6963 -3.6981 -2.0044
Cl -10.1006 -1.5575 0.0562
Cl -7.5260 -2.0831 -1.0125
Cl -9.5988 -1.0271 -2.7772
C -7.0487 6.5658 2.3597
Cl -7.8964 6.5370 3.8593
Cl -5.3981 5.9061 2.4781
Cl -7.9098 5.5508 1.0944
Cl -7.0277 8.1757 1.7786
N 1.6038 -1.6270 0.8438
C 0.6025 -0.9128 0.2849
C 0.7003 0.4186 0.7676
C 1.8004 0.4971 1.6010
C 2.3756 -0.7980 1.6363
H 1.7023 -2.6303 0.7825
H -0.1240 -1.3924 -0.3543
H -0.0064 1.1965 0.5192
H 2.0752 1.3665 2.1798
H 3.2256 -1.2120 2.1582
N 3.3578 10.3000 0.9214
C 3.5333 9.0119 1.2572
C 3.6430 8.9290 2.6260
C 3.5009 10.1698 3.1832
C 3.3376 11.0457 2.0980
H 3.2330 10.6757 -0.0077
H 3.5531 8.2894 0.4546
H 3.8064 8.0408 3.2183
H 3.5933 10.4755 4.2149
H 3.2697 12.1215 2.0323
N -3.0110 -4.6722 -9.4139
C -4.2049 -5.3649 -9.4090
C -4.8240 -5.1691 -8.2050
C -3.9553 -4.3765 -7.3967
C -2.7814 -4.2193 -8.1184
H -2.3770 -4.6141 -10.1980
H -4.5938 -5.8015 -10.3170
H -5.8397 -5.4654 -7.9881
H -4.1617 -3.8558 -6.4734
H -1.8303 -3.7708 -7.8724
N -3.2205 -0.0982 7.8015
C -3.1932 -0.1395 6.3976
C -4.4065 0.2655 5.9530
C -5.1341 0.7659 7.0504
C -4.3990 0.4125 8.1891
H -2.4951 -0.4206 8.4259
H -2.2667 -0.3132 5.8705
H -4.5664 0.5145 4.9143
H -6.0330 1.3603 7.1211
H -4.6314 0.6199 9.2232

Atoms 1-6, force components in eV/Å:
0.0 0.0 -1.7
-1.1 0.9 1.9
-0.7 0.0 -0.3
-0.1 0.0 0.6
-0.5 0.7 -0.3
0.2 0.5 -0.3

Properties
**HOMO level**: -7.976 eV
**Charge**: 0
**2S+1**: 1
**SMILES**: ClC(Cl)(Cl)Cl.ClC(Cl)(Cl)Cl.c1cc[nH]c1.c1cc[nH]c1.c1cc[nH]c1.c1cc[nH]c1.CCN(CC)CC.CCN(CC)CC.CCN(CC)CC.CCN(CC)CC

Atom charges from the Mulliken analysis, given in e for atoms 1 to 6:
1 C -1.255
2 C -0.529
3 N 0.032
4 C -0.728
5 C -0.960
6 C -0.530


Entry 2:
Molecular formula: C42H86BBrClN3O37P
Method: DFT, ωB97M-V/def2-TZVPD

Cartesian coordinates (Å):
C 7.5688 5.4740 3.3411
C 6.1683 6.2620 2.9113
B 4.9275 5.2206 2.5386
O 5.0576 4.5750 1.1831
N 3.7121 4.9673 3.4646
O 4.0863 5.5208 4.6627
C 2.5530 5.6687 2.8039
C 1.1488 4.8556 2.7205
C 0.1370 5.5185 3.8678
N -0.6912 6.6413 3.2094
O 1.2201 3.3957 2.7619
C 2.5783 2.8751 2.5532
P 2.4379 0.9475 2.5738
O 3.9234 0.1790 2.0959
Cl 1.0819 0.5375 0.9429
C 3.5120 3.4945 3.7456
Br 5.3296 2.6355 3.9186
C 2.7483 3.1886 5.1985
C 3.8366 2.6899 6.3619
N 3.8654 1.3302 6.6970
H 7.3980 4.7529 4.2465
H 7.9498 4.9336 2.3582
H 8.3569 6.3346 3.5525
H 5.8694 7.1203 3.6472
H 6.4333 6.8020 1.8796
H 5.1553 5.3326 0.5351
H 3.9942 6.5169 4.6348
H 2.3031 6.7345 3.2817
H 2.8735 5.9219 1.6814
H 0.6427 5.1409 1.6773
H -0.5933 4.7309 4.3451
H 0.8120 6.0046 4.7174
H -1.6402 6.2548 3.0041
H -0.7918 7.4421 3.8784
H 2.8941 3.1573 1.4630
H 4.0569 0.1749 1.1029
H 2.0967 4.1149 5.5667
H 1.9515 2.3090 5.0650
H 4.5820 3.4617 6.8835
H 3.1500 0.8205 6.1090
C -0.9494 -4.0408 -3.9264
O 0.3117 -3.4135 -3.7028
C 0.2529 -2.3034 -2.9247
O -0.7563 -1.8287 -2.4276
O 1.5115 -1.8129 -2.7953
C 1.6031 -0.6354 -1.9957
H -0.7837 -4.9164 -4.5601
H -1.3860 -4.3780 -2.9808
H -1.6311 -3.3619 -4.4488
H 1.2686 -0.8365 -0.9728
H 1.0235 0.1796 -2.4408
H 2.6530 -0.3316 -1.9606
C 6.6413 2.4815 -1.1851
O 7.6687 2.5638 -2.1709
C 7.7549 3.7692 -2.7880
O 7.0478 4.7400 -2.5677
O 8.7643 3.7075 -3.6928
C 8.9723 4.9147 -4.4233
H 6.6635 1.4755 -0.7571
H 6.8196 3.2020 -0.3805
H 5.6576 2.6411 -1.6385
H 9.2439 5.7326 -3.7480
H 8.0819 5.1716 -5.0061
H 9.8019 4.7515 -5.1168
C -6.6494 -7.4591 -3.2442
O -5.3883 -6.8317 -3.0206
C -5.4471 -5.7217 -2.2424
O -6.4563 -5.2469 -1.7454
O -4.1885 -5.2312 -2.1131
C -4.0969 -4.0537 -1.3135
H -6.4837 -8.3347 -3.8779
H -7.0860 -7.7962 -2.2986
H -7.3311 -6.7801 -3.7666
H -4.4314 -4.2548 -0.2906
H -4.6765 -3.2387 -1.7586
H -3.0470 -3.7499 -1.2784
C 7.2839 5.9713 -10.7361
O 5.9976 6.2487 -10.1860
C 5.9755 6.3306 -8.8317
O 6.9344 6.1898 -8.0889
O 4.7017 6.5962 -8.4469
C 4.5265 6.7105 -7.0360
H 7.1839 5.9280 -11.8242
H 7.9907 6.7692 -10.4868
H 7.6528 5.0020 -10.3855
H 5.1231 7.5381 -6.6388
H 4.7852 5.7709 -6.5375
H 3.4715 6.9234 -6.8425
C 9.5843 10.3629 4.8392
O 9.0633 11.2549 3.8558
C 8.3676 10.6460 2.8626
O 8.1672 9.4460 2.7587
O 7.9332 11.6037 2.0049
C 7.1801 11.1050 0.9010
H 10.1213 10.9571 5.5838
H 8.7731 9.8291 5.3447
H 10.2899 9.6588 4.3866
H 6.2728 10.6009 1.2491
H 7.7896 10.4306 0.2911
H 6.8844 11.9562 0.2816
C -3.4053 -7.2332 3.9095
O -3.0811 -5.9357 3.4138
C -1.8254 -5.8279 2.9109
O -0.9954 -6.7217 2.8567
O -1.6532 -4.5532 2.4788
C -0.3672 -4.2915 1.9203
H -4.4313 -7.2042 4.2866
H -3.3541 -7.9767 3.1076
H -2.7421 -7.5073 4.7363
H -0.1946 -4.9175 1.0388
H 0.4174 -4.4481 2.6675
H -0.3409 -3.2438 1.6084
C 1.2606 -4.6193 -7.2138
O 0.4148 -5.3194 -8.1240
C 0.8760 -6.5431 -8.4861
O 1.9145 -7.0598 -8.1047
O -0.0183 -7.0923 -9.3462
C 0.3392 -8.3912 -9.8144
H 0.7948 -3.6549 -6.9932
H 1.3625 -5.1749 -6.2761
H 2.2413 -4.4331 -7.6635
H 0.4042 -9.0977 -8.9805
H 1.2829 -8.3559 -10.3680
H -0.4458 -8.7333 -10.4944
C -4.8157 -5.6987 -5.6515
O -5.3367 -4.8067 -6.6349
C -6.0324 -5.4156 -7.6281
O -6.2328 -6.6156 -7.7320
O -6.4668 -4.4579 -8.4859
C -7.2199 -4.9566 -9.5897
H -4.2787 -5.1045 -4.9069
H -5.6269 -6.2325 -5.1460
H -4.1101 -6.4028 -6.1041
H -8.1272 -5.4607 -9.2416
H -6.6104 -5.6310 -10.1997
H -7.5156 -4.1054 -10.2091
C -10.2014 -7.7560 5.3335
O -9.8772 -6.4586 4.8378
C -8.6215 -6.3507 4.3349
O -7.7915 -7.2446 4.2807
O -8.4493 -5.0760 3.9028
C -7.1633 -4.8144 3.3443
H -11.2274 -7.7271 5.7106
H -10.1502 -8.4996 4.5316
H -9.5382 -8.0302 6.1603
H -6.9907 -5.4404 2.4628
H -6.3787 -4.9710 4.0915
H -7.1370 -3.7666 3.0324
C -1.2277 4.3468 11.2013
O -0.5437 3.8297 10.0617
C 0.5756 3.1214 10.3563
O 1.0152 2.9074 11.4752
O 1.1212 2.6923 9.1903
C 2.3146 1.9272 9.3473
H -2.1058 4.8947 10.8486
H -1.5674 3.5330 11.8500
H -0.5871 5.0420 11.7535
H 2.1165 1.0166 9.9218
H 3.0968 2.5256 9.8253
H 2.6634 1.6370 8.3523
C -11.0153 -4.8886 1.1363
O -11.9164 -5.6533 0.3379
C -12.9286 -6.2291 1.0344
O -13.1113 -6.1414 2.2385
O -13.7024 -6.9193 0.1591
C -14.8151 -7.5825 0.7560
H -10.2473 -4.4749 0.4770
H -11.5382 -4.0572 1.6198
H -10.5244 -5.5241 1.8804
H -15.4900 -6.8586 1.2243
H -14.4762 -8.3256 1.4849
H -15.3632 -8.1017 -0.0351

Atoms 1-6, force components in eV/Å:
0.0 0.9 -0.8
-0.3 0.6 -0.8
3.8 -0.3 -3.8
-1.5 2.6 2.8
0.1 -0.2 -1.1
-0.3 1.6 2.2

Properties
**HOMO level**: -11.626 eV
**Charge**: +1
**2S+1**: 1

Atom charges from the Mulliken analysis, given in e for atoms 1 to 6:
1 C -0.852
2 C -0.015
3 B 0.192
4 O -0.491
5 N 1.409
6 O -0.485


Entry 3:
Molecular formula: C42H90ClN27O17P
Method: DFT, ωB97M-V/def2-TZVPD

Cartesian coordinates (Å):
C 2.2759 1.2837 3.4280
C 1.6725 1.9248 2.1816
C 1.1631 0.9090 1.1145
Cl 1.1194 -0.7870 1.7499
N -0.1727 1.2585 0.5777
C -1.1703 1.3350 1.4790
C -0.9815 1.0779 2.9507
C -2.1586 0.3864 3.5804
C -2.5809 -0.8642 3.2024
C -3.6795 -1.3995 3.8105
C -4.3765 -0.7434 4.7837
C -3.9631 0.5161 5.1708
C -4.7245 1.2775 6.2058
C -2.8575 1.0519 4.5580
C -2.4271 1.6431 1.1039
C -2.7590 1.8526 -0.1954
C -4.1657 2.1884 -0.5844
P -5.4185 1.4261 0.4811
O -5.0242 0.1661 1.0891
O -6.6592 1.2747 -0.5045
O -5.8304 2.5098 1.5901
C -1.7539 1.7395 -1.1428
C -2.1245 1.9275 -2.5828
C -2.6148 0.5643 -3.1389
C -2.8000 0.6073 -4.6616
O -2.5212 -0.5944 -5.3378
C -3.0615 -1.7340 -4.7134
C -0.4611 1.4607 -0.7606
C 0.5118 1.3901 -1.9147
C 0.7998 2.7474 -2.5524
C 0.7829 2.7832 -3.9318
C 0.9856 3.9326 -4.6300
C 1.2094 5.1204 -3.9755
C 1.2616 5.0845 -2.6146
C 1.0667 3.9277 -1.8989
C 1.1633 4.0213 -0.4014
H 1.5406 0.7820 4.0490
H 3.0950 0.6211 3.1974
H 2.6961 2.0763 4.0388
H 0.8816 2.6178 2.4423
H 2.4836 2.5017 1.7622
H 1.9368 0.9131 0.3680
H -0.8655 2.0501 3.4270
H -0.0846 0.5244 3.1910
H -2.0496 -1.4085 2.4384
H -3.9959 -2.3849 3.5023
H -5.2519 -1.1528 5.2608
H -5.4011 0.6051 6.7150
H -5.3588 2.0170 5.7169
H -4.0791 1.8182 6.8900
H -2.5219 2.0354 4.8587
H -3.2012 1.7225 1.8439
H -4.2967 3.2701 -0.6248
H -4.3722 1.8254 -1.5831
H -7.4183 0.9259 -0.0184
H -6.2351 3.2500 1.1162
H -2.9428 2.6264 -2.6963
H -1.3021 2.2325 -3.2121
H -1.8899 -0.1832 -2.8232
H -3.5593 0.2829 -2.6795
H -2.1927 1.4128 -5.0624
H -3.8514 0.8540 -4.8513
H -2.3787 -2.1018 -3.9467
H -3.1753 -2.5343 -5.4350
H -4.0441 -1.5608 -4.2706
H 0.0072 0.8158 -2.6832
H 1.4354 0.8488 -1.7349
H 0.5904 1.8906 -4.5117
H 0.9497 3.9576 -5.7088
H 1.3498 6.0267 -4.5368
H 1.4572 5.9873 -2.0571
H 1.1189 5.0726 -0.1348
H 0.3522 3.5447 0.1360
H 2.1498 3.6837 -0.0993
C -8.2560 -0.2502 4.5422
O -7.5741 -0.2609 5.5591
N -9.5272 0.2253 4.5175
N -7.7882 -0.7193 3.3412
H -10.1071 0.2508 3.6947
H -9.9012 0.5681 5.3824
H -6.8468 -1.0713 3.3166
H -8.3361 -0.7172 2.5023
C 4.1155 1.3515 -4.0007
O 3.3634 1.4587 -3.0285
N 4.9750 0.3302 -4.1405
N 4.1140 2.2765 -5.0087
H 5.6045 0.2192 -4.9175
H 4.9799 -0.3695 -3.4137
H 3.4790 3.0488 -4.9247
H 4.7110 2.2173 -5.8111
C 6.7401 -2.4163 -6.3383
O 6.6801 -1.2348 -6.0188
N 5.6168 -3.1541 -6.5585
N 7.9170 -3.0899 -6.5007
H 5.6300 -4.1208 -6.8209
H 4.7346 -2.6908 -6.4442
H 8.7747 -2.5905 -6.3564
H 7.9659 -4.0562 -6.7607
C 9.8838 -1.4096 -3.2447
O 10.7188 -2.1209 -3.8015
N 10.0169 -1.0226 -1.9464
N 8.7738 -0.9704 -3.8828
H 9.3500 -0.4459 -1.4709
H 10.8318 -1.3369 -1.4520
H 8.6457 -1.2426 -4.8361
H 8.0704 -0.3968 -3.4547
C 5.2805 -0.6708 5.1810
O 4.8007 0.3016 4.6208
N 4.5133 -1.7185 5.6151
N 6.6181 -0.7913 5.4210
H 4.8854 -2.5246 6.0798
H 3.5251 -1.6586 5.4590
H 7.2073 -0.0391 5.1170
H 7.0327 -1.5796 5.8802
C -7.9400 3.2059 8.5941
O -7.9069 3.2254 9.8094
N -8.0368 4.3554 7.8462
N -7.8836 2.0514 7.8676
H -8.0653 4.3651 6.8455
H -8.0801 5.2230 8.3458
H -7.8109 1.1882 8.3727
H -7.9082 2.0190 6.8653
C 4.4660 -3.7935 0.5070
O 4.7967 -3.4100 -0.6005
N 3.4078 -3.2592 1.1791
N 5.1340 -4.7865 1.1537
H 3.1264 -3.5692 2.0893
H 2.8849 -2.5196 0.7301
H 5.9209 -5.1962 0.6821
H 4.8860 -5.1219 2.0648
C 11.9218 -5.2575 -2.0910
O 11.0964 -5.0907 -1.2024
N 12.7638 -6.3442 -2.1014
N 12.0721 -4.3887 -3.1234
H 13.4478 -6.5070 -2.8150
H 12.6746 -7.0022 -1.3505
H 11.4614 -3.5667 -3.1441
H 12.7448 -4.5112 -3.8567
C -2.8834 5.5383 -3.4532
O -2.1793 5.6769 -2.4695
N -4.1700 6.0043 -3.5122
N -2.4389 4.9030 -4.5809
H -4.7623 5.9023 -4.3140
H -4.5223 6.4790 -2.7027
H -1.4951 4.5540 -4.5672
H -2.9953 4.7779 -5.4052
C 15.5198 -2.1886 -1.7902
O 15.0241 -1.1539 -2.1956
N 14.7732 -3.3006 -1.5115
N 16.8673 -2.3235 -1.5793
H 15.1602 -4.1614 -1.1758
H 13.7815 -3.2377 -1.6581
H 17.4424 -1.5262 -1.7743
H 17.2966 -3.1645 -1.2458
C -7.4105 -4.6554 2.3647
O -7.3449 -4.6597 3.5805
N -7.5583 -3.5113 1.6349
N -7.3367 -5.8052 1.6208
H -7.6027 -3.4944 0.6308
H -7.6125 -2.6512 2.1485
H -7.2275 -6.6672 2.1201
H -7.3833 -5.8198 0.6200
C -10.9754 2.9763 2.6715
O -10.9310 1.7569 2.7012
N -11.9039 3.6882 3.3681
N -10.0959 3.7230 1.9363
H -11.9600 4.6886 3.3587
H -12.5642 3.1688 3.9164
H -9.4020 3.2257 1.4139
H -10.1151 4.7240 1.8964
C -5.7653 -4.7227 -1.6931
O -6.1879 -3.7525 -1.0850
N -4.4314 -4.9438 -1.8745
N -6.5942 -5.6646 -2.2390
H -4.0605 -5.7327 -2.3682
H -3.7994 -4.2716 -1.4821
H -7.5817 -5.5287 -2.1286
H -6.2680 -6.4684 -2.7409

Atoms 1-6, force components in eV/Å:
-0.2 0.6 0.1
0.0 -0.6 0.4
0.6 0.4 0.6
0.0 0.0 -0.8
0.0 -0.4 -0.8
0.6 -0.5 1.3

Properties
**HOMO level**: -10.435 eV
**Charge**: +1
**ΔE to the lowest compared entry with this formula, charge and spin**: 29.4 kJ/mol
**2S+1**: 1

Atom charges from the Mulliken analysis, given in e for atoms 1 to 6:
1 C -1.843
2 C -0.192
3 C -0.234
4 Cl -0.250
5 N 0.581
6 C 0.801